No. 1
Below is the molecule C2H5N3S2, with properties calculated with the ωB97M-V functional and the def2-TZVPD basis.

SMILES   N=C1NSCSN1
LUMO energy   0.017 Ha

```
! RIJCOSX wB97M-V def2-TZVPD def2/J DEFGRID3
* xyz 0 1
C 0.175 -1.260 -0.608
C -0.550 1.258 0.952
H 0.341 -2.275 -2.173
H 1.355 -1.728 0.870
H -0.462 2.321 1.235
H -1.294 0.826 1.644
H -1.327 -0.756 -1.962
N 0.745 -2.202 -1.250
N 0.622 -1.030 0.737
N -1.004 -0.516 -0.993
S 1.078 0.537 1.290
S -1.010 1.204 -0.736
*
```

No. 2
Below is the molecule C9H14O2S, with properties calculated with the ωB97M-V functional and the def2-TZVPD basis.

LUMO energy   0.030 Ha

```
! RIJCOSX wB97M-V def2-TZVPD def2/J DEFGRID3
* xyz 0 1
C 0.479 0.559 -0.334
C -0.414 1.590 -0.465
C -0.080 -0.307 0.768
C -1.147 0.491 1.215
C 0.509 -1.251 1.728
C -0.039 -1.009 3.145
C -1.549 -1.054 3.070
C -0.007 1.581 -3.204
C 1.272 -0.660 -2.923
O -1.443 1.527 0.497
O -1.978 0.066 2.304
S -0.173 0.318 -1.980
H 1.515 1.083 -0.173
H -0.037 2.610 -0.626
H 0.433 -2.265 1.254
H 1.623 -1.358 1.707
H 0.189 -1.757 3.869
H 0.459 -0.104 3.530
H -1.746 -1.944 2.524
H -2.283 -1.051 3.920
H 0.956 2.068 -3.177
H -0.250 1.055 -4.187
H -0.761 2.342 -3.276
H 0.989 -0.824 -3.888
H 2.294 -0.102 -2.916
H 1.188 -1.604 -2.383
*
```

No. 3
Below is a 4-piece molecular cluster, H8O4 overall, with properties calculated with the ωB97M-V functional and the def2-TZVPD basis.

SMILES   O.O.O.O
LUMO energy   0.010 Ha

```
! RIJCOSX wB97M-V def2-TZVPD def2/J DEFGRID3
* xyz 0 1
O -11.762 4.700 5.603
H -11.062 5.165 6.062
H -12.535 4.827 6.152
O -9.072 6.429 0.186
H -8.780 5.898 0.927
H -8.630 6.048 -0.572
O -10.706 6.967 3.184
H -10.905 6.239 3.773
H -9.755 6.940 3.082
O -12.278 9.145 3.247
H -11.660 8.497 2.909
H -12.469 8.853 4.139
*
```

No. 4
Below is C21H34N4O3SW as an isolated structure, with properties calculated with the ωB97M-V functional and the def2-TZVPD basis.

<S²>   2.025
LUMO energy (alpha / beta)   -0.254 / -0.272 Ha

```
! RIJCOSX wB97M-V def2-TZVPD def2/J DEFGRID3
* xyz 2 3
W 0.600 0.696 0.987
C 0.730 2.009 -2.411
N 1.268 0.818 -3.027
C 2.257 1.121 -4.051
C 1.694 -0.186 -2.072
C 2.790 0.227 -1.112
C 4.132 0.106 -1.449
C 5.123 0.506 -0.561
C 4.789 1.057 0.671
C 3.459 1.214 1.020
C 2.458 0.775 0.133
H 0.312 2.656 -3.182
H 1.472 2.593 -1.841
H -0.092 1.733 -1.738
H 1.794 1.741 -4.818
H 2.591 0.197 -4.524
H 3.135 1.657 -3.665
H 1.997 -1.077 -2.624
H 0.795 -0.458 -1.490
H 4.406 -0.335 -2.400
H 6.164 0.384 -0.829
H 5.565 1.378 1.353
H 3.215 1.663 1.977
C -2.028 -2.260 -0.250
S -1.271 -1.140 0.848
O -1.956 -1.050 2.090
O -1.167 0.253 0.151
O 0.203 -1.431 0.963
H -3.105 -2.142 -0.151
H -1.716 -3.256 0.067
H -1.683 -2.048 -1.260
N 0.799 0.654 2.944
C 0.536 0.330 4.047
N 0.269 -0.002 5.235
C -0.332 0.964 6.207
C -1.647 0.400 6.719
C -1.462 -1.007 7.282
C -0.864 -1.941 6.232
C 0.460 -1.407 5.713
H -0.453 1.919 5.700
H 0.396 1.080 7.011
H -2.377 0.388 5.905
H -2.025 1.079 7.484
H -2.420 -1.398 7.621
H -0.808 -0.971 8.158
H -1.557 -2.061 5.395
H -0.682 -2.932 6.649
H 0.855 -1.992 4.885
H 1.213 -1.359 6.502
C -0.871 5.853 1.796
C 0.191 5.396 0.783
C 1.558 6.033 1.082
C -0.254 5.697 -0.660
C 0.337 3.940 0.891
N 0.458 2.798 0.930
H -0.979 6.933 1.702
H -0.568 5.627 2.818
H -1.838 5.393 1.596
H 1.450 7.112 0.985
H 2.318 5.697 0.376
H 1.890 5.811 2.096
H -0.360 6.777 -0.757
H -1.214 5.235 -0.888
H 0.488 5.359 -1.383
*
```

Going through the records in order, we get max |F| values of 0.0323; 0.1281; 0.0177; 0.0228 hartree/bohr.
Going through the records in order, we get ΔE to the lowest compared entry with this formula, charge and spin values of 195.4; 467.6; 101.9; 3.3 kJ/mol.
Going through the records in order, we get E values of -1039.8089; -899.7307; -305.7404; -1730.0500 Eh.